Entry 1:
Below is 5 unconnected molecules or ions with the total composition CH10O5 at a distorted geometry, with properties calculated with wB97M-V/def2-TZVPD.

Energy relative to the best compared isomer or geometry (same formula, charge and spin) (kJ/mol): 19.78
Gap between HOMO and LUMO (eV): 10.28
SMILES: C=O.O.O.O.O
LUMO energy (eV): 0.528

Cartesian coordinates (Å):
O -0.16 2.53 -0.32
C -0.26 -0.72 -2.55
O 0.24 1.59 2.28
H -0.30 -2.21 0.50
O 1.00 -0.96 1.40
H -0.51 1.75 2.88
H 0.44 2.09 -0.93
H -1.20 -1.11 -2.93
H -1.11 -3.50 0.19
O 0.38 0.11 -3.11
O -0.69 -2.74 -0.20
H -0.14 3.46 -0.56
H -0.09 2.00 1.46
H 0.09 -1.16 -1.62
H 1.79 -0.99 1.89
H 0.53 -0.14 1.61

Results of the natural (NBO) charge analysis, in e, for atoms 1 through 8: atom 1 (O): -0.963, atom 2 (C): 0.290, atom 3 (O): -0.972, atom 4 (H): 0.501, atom 5 (O): -0.991, atom 6 (H): 0.472, atom 7 (H): 0.497, atom 8 (H): 0.102

=====

Entry 2:
Below is a molecular structure, C24H19NiO4P at a distorted geometry, with properties calculated with wB97M-V/def2-TZVPD.

Spin multiplicity: 3
Gap between HOMO and LUMO (spin up / spin down) (eV): 6.63 / 5.68
Net charge: +2
LUMO energy (spin up / spin down) (eV): -8.089 / -9.062

Cartesian coordinates (Å):
H 0.16 -2.69 1.28
C -0.26 2.21 -2.61
C -0.86 1.25 2.54
H 3.95 -0.07 3.12
H -4.55 -1.22 0.68
H 1.03 1.52 -4.98
H -4.07 -3.52 1.53
H -2.72 0.37 0.31
P 0.03 0.14 0.00
C -3.26 -2.83 1.30
C 0.08 1.01 -4.77
C -1.93 -3.21 1.51
C 1.57 -0.58 0.75
H 3.66 -3.16 0.10
H 0.91 -0.93 -5.12
C -0.07 -1.59 -2.66
H -0.93 -0.82 -5.16
H -1.15 0.23 2.81
C -0.32 1.48 1.26
C -2.50 -0.67 0.57
Ni -0.05 0.35 -2.70
C 2.25 0.02 1.81
C 3.45 -0.53 2.28
C -1.04 2.31 3.45
O -2.91 1.07 -2.22
C -0.88 -2.36 1.14
C -0.04 3.82 1.87
C -1.17 -1.08 0.65
H 1.55 -2.14 -0.70
H -0.80 1.61 -5.02
C -3.54 -1.55 0.82
C 0.01 -0.37 -4.89
C -1.82 0.76 -2.49
C 0.12 2.78 0.95
C -0.63 3.60 3.11
O -0.40 3.34 -2.41
H 1.81 0.89 2.28
H -1.69 -4.17 1.98
C 3.95 -1.71 1.70
H -0.75 4.42 3.82
O -0.42 -2.62 -2.28
O 2.78 0.48 -1.90
H 0.31 4.80 1.58
H -1.51 2.09 4.41
C 2.11 -1.69 0.12
H 4.83 -2.20 2.14
H 0.58 2.95 -0.01
C 3.29 -2.26 0.59
C 1.84 0.47 -2.55

Results of the natural (NBO) charge analysis, in e, for atoms 1 through 8: atom 1 (H): 0.230, atom 2 (C): 0.510, atom 3 (C): -0.203, atom 4 (H): 0.246, atom 5 (H): 0.241, atom 6 (H): 0.261, atom 7 (H): 0.247, atom 8 (H): 0.214

=====

Entry 3:
Below is 5 unconnected molecules or ions with the total composition C30H75N5O10 at a distorted geometry, with properties calculated with wB97M-V/def2-TZVPD.

Energy relative to the best compared isomer or geometry (same formula, charge and spin) (kJ/mol): 469.25
Gap between HOMO and LUMO (eV): 9.01
SMILES: COCCNCCOC.COCCNCCOC.COCCNCCOC.COCCNCCOC.COCCNCCOC
LUMO energy (eV): 0.707

Cartesian coordinates (Å):
H 5.63 6.11 -5.07
H 3.36 -3.28 4.62
H 2.97 1.92 -3.39
H 1.25 1.92 4.59
H -0.50 -4.64 2.66
H -2.84 -0.45 -0.34
H -4.24 -0.43 -3.38
H -3.96 -0.92 -8.37
H -3.14 -1.51 -2.49
H -3.39 -0.18 1.17
H 4.26 0.72 -3.03
C 1.29 -2.83 2.93
H 0.34 -2.65 3.42
O 1.48 -4.19 3.14
O 4.75 4.20 -5.10
H -4.83 -1.98 -3.26
C -3.86 0.72 7.09
H -0.48 0.55 -3.39
O 2.94 2.11 6.86
H -6.20 0.68 -11.88
H 2.41 -2.38 8.03
H 0.18 4.14 1.91
H -4.50 1.42 -11.67
C 2.58 0.02 -4.28
H 1.75 0.03 0.60
H -0.51 -0.27 -4.80
O -4.98 -0.41 -10.70
H 0.06 -1.16 -0.24
C -5.07 -1.40 -6.03
C 1.06 2.03 0.16
C 2.22 -2.31 5.91
C -3.87 -1.45 -3.29
H -4.19 1.01 8.09
O 0.94 2.16 1.69
H 3.97 6.11 -4.37
H 2.83 2.35 8.85
O 1.31 0.66 -4.45
C 1.00 3.49 2.23
N 4.27 1.50 -4.98
H 2.05 -1.01 3.34
N -0.16 -0.18 -0.18
H -4.76 0.58 6.49
H 2.94 -0.22 -5.29
H 0.57 -5.98 3.17
H 1.88 2.54 -0.33
N -5.49 -0.50 -7.09
C 3.82 -4.88 6.52
H 2.57 -0.92 -3.73
C -3.54 -1.20 -5.71
H -1.16 1.86 3.72
H 1.82 -1.32 6.07
C -3.18 -2.87 0.58
C 3.50 1.86 8.15
N -0.42 1.51 5.64
H -3.64 1.52 4.38
N 3.09 -2.31 4.68
H -3.12 -3.85 1.05
O -3.13 -1.86 -4.43
C 5.45 3.52 -4.04
H 0.58 3.19 5.55
H 4.02 -2.37 7.22
H -5.46 -2.41 -6.15
H 5.97 2.00 -5.59
H -6.42 -0.11 -7.02
O 2.89 -4.12 7.29
H 3.72 2.05 -5.62
H 1.03 2.04 7.69
H 1.26 -2.67 1.85
H 3.96 -5.82 7.05
H 0.90 3.37 3.31
C -5.04 -0.84 -8.45
H -2.97 -1.57 -6.57
H 0.07 2.43 -0.09
O -2.24 -1.90 1.09
C 2.99 -2.72 7.18
H 4.82 -4.47 6.40
H -0.73 1.38 6.59
H -2.59 0.22 4.91
O -3.05 1.69 6.38
H 3.40 -5.17 5.55
C 0.51 -5.06 2.59
H -5.58 -1.04 -5.14
H 2.02 3.82 2.03
H -1.40 1.29 0.72
C 0.17 -0.12 -3.95
H 3.67 0.83 8.46
C -5.44 0.17 -9.51
H -5.45 -1.81 -8.76
H -3.01 -2.98 -0.49
C 1.12 0.55 -0.13
C 2.48 -2.01 3.42
H -4.15 -2.56 0.98
H -4.81 -0.11 -12.54
H -3.51 -0.31 7.11
C -2.48 -0.53 0.68
H 1.64 0.25 -1.04
H 6.15 1.34 -4.03
H -1.57 3.13 4.99
H 4.74 3.49 -3.21
H -3.19 -0.16 -5.75
C 5.57 2.08 -4.58
H 1.40 -2.99 5.68
H -0.77 0.07 1.77
C 4.66 5.62 -5.06
H 3.19 -2.05 2.60
C -1.17 0.23 0.77
H 0.67 -5.38 1.57
H 4.40 2.47 8.18
C -1.48 2.07 4.74
C 3.55 1.08 -3.77
H -6.51 0.37 -9.58
H 6.42 3.98 -3.85
H 1.44 0.65 7.02
H 4.39 6.04 -6.03
C 1.57 1.71 6.80
H 0.28 -1.04 -3.38
C -5.13 0.53 -11.72
C -2.82 1.27 5.05
C 0.82 2.12 5.57
H -4.87 1.06 -9.23

Results of the Löwdin charge analysis, in e, for atoms 1 through 8: atom 1 (H): 0.078, atom 2 (H): 0.068, atom 3 (H): 0.110, atom 4 (H): 0.111, atom 5 (H): 0.081, atom 6 (H): 0.098, atom 7 (H): 0.082, atom 8 (H): 0.113

=====

Entry 4:
Below is a molecular structure, C40H30F3N7O2Sr at a distorted geometry, with properties calculated with wB97M-V/def2-TZVPD.

Energy relative to the best compared isomer or geometry (same formula, charge and spin) (kJ/mol): 261.32
Gap between HOMO and LUMO (spin up / spin down) (eV): 5.67 / 5.67
LUMO energy (spin up / spin down) (eV): -1.051 / -1.052

Cartesian coordinates (Å):
H 1.03 -3.89 -4.51
H -3.53 -2.38 0.20
C 2.90 3.46 2.08
H -4.78 2.91 -0.65
H -4.18 3.13 -6.29
C -1.57 -1.61 0.55
C -2.67 -2.48 0.85
H -0.71 3.76 0.30
H 5.14 -1.69 1.62
H 2.58 4.28 0.14
H -2.30 -5.13 3.87
C 5.13 -4.45 1.61
Sr -0.66 0.87 -1.17
C 1.57 -1.34 -2.38
C -3.77 3.03 -5.30
C -0.45 -1.72 1.40
C 0.92 -2.93 -4.03
H 2.58 -3.21 -2.66
N 0.75 -1.01 1.16
C -4.43 3.82 1.25
H 0.76 -3.45 0.41
N -1.48 0.96 -3.35
C 1.45 1.24 1.19
H 3.24 -0.21 1.21
C 2.67 2.40 2.93
C 4.18 -2.12 1.40
H -1.40 4.69 2.47
H -4.74 4.81 -4.57
C -4.05 3.32 0.03
H -5.47 3.82 1.53
O -1.61 -0.82 -0.45
C -1.47 -4.45 3.75
O 1.15 2.20 -0.93
C 0.64 -3.58 4.46
C 2.76 -3.98 0.94
C 1.77 -2.56 -2.99
C -2.75 2.81 -2.66
C 3.13 -1.28 1.17
C -1.75 3.78 0.58
H 1.47 -3.59 5.15
F 5.44 -5.22 0.55
C -2.14 4.30 1.79
F 4.86 -5.32 2.61
H -2.59 1.30 -5.74
C 0.62 -2.65 3.45
C -4.10 3.98 -4.31
C -2.69 3.28 -0.33
H -3.88 4.63 -2.30
C 1.94 1.30 2.50
H 1.01 2.89 -2.81
H 1.41 -1.91 3.41
C -3.63 3.88 -3.04
N 1.85 -1.77 0.98
H 1.17 4.17 -1.59
N -1.16 0.02 -4.18
N 0.61 -0.50 -2.72
C -2.90 2.02 -5.00
H -0.34 -5.25 5.37
H 2.59 3.18 -2.05
H 3.47 4.32 2.41
C 2.40 3.43 0.78
C -1.53 -3.50 2.71
N 0.69 0.23 0.68
C 4.01 -3.50 1.34
C -2.35 1.90 -3.70
C 1.51 3.17 -1.88
C -0.44 -2.60 2.52
H -0.78 -2.29 -5.20
C 1.68 2.34 0.34
H -3.79 4.72 3.10
H 3.04 2.42 3.94
H 1.73 0.49 3.18
N -2.23 2.64 -1.46
C 1.72 -3.12 0.77
C -0.39 -4.51 4.59
C -2.65 -3.39 1.85
F 6.27 -3.83 1.96
C -0.21 -0.84 -3.74
H -3.49 -4.05 2.01
H 2.23 -1.00 -1.59
H 2.60 -5.04 0.77
C -0.07 -2.06 -4.41
C -3.49 4.32 2.14

Results of the Löwdin charge analysis, in e, for atoms 1 through 8: atom 1 (H): 0.107, atom 2 (H): 0.116, atom 3 (C): -0.101, atom 4 (H): 0.116, atom 5 (H): 0.095, atom 6 (C): -0.359, atom 7 (C): 0.012, atom 8 (H): 0.094